--- a ---
This record from the OMol25 dataset describes a structure of composition C3H3ClO2S. The level of theory is ωB97M-V/def2-TZVPD.

Properties
total charge	0
frontier orbital gap	10.13	eV

Last column: Mulliken charge in e.
Positions of all 10 atoms, in Å:
1 C 1.283 -0.054 0.477  -0.18
2 C 0.698 -0.386 -0.654  0.11
3 C -0.021 -0.420 -1.761  -0.57
4 O -1.358 1.593 2.193  -0.49
5 O 0.688 0.383 1.617  -0.23
6 S -0.792 0.906 1.095  0.67
7 Cl -1.844 -0.851 0.828  -0.19
8 H 2.263 -0.403 0.606  0.32
9 H -0.586 -1.263 -2.071  0.31
10 H -0.330 0.496 -2.329  0.24



--- b ---
This record from the OMol25 dataset describes a cluster of 2 separate species, C3H3ClO2S in total. The level of theory is ωB97M-V/def2-TZVPD.

Properties
total charge	0
frontier orbital gap (alpha / beta)	7.77 / 6.44	eV

Last column: Mulliken charge in e.
Positions of all 10 atoms, in Å:
1 C -2.309 0.055 1.241  0.18
2 C -1.554 -0.099 0.306  0.21
3 C -0.760 -0.287 -0.787  -1.31
4 O 1.856 0.820 1.261  -0.43
5 O 2.407 1.258 -1.106  -0.45
6 S 1.787 0.417 -0.117  0.84
7 Cl 2.700 -1.529 -0.243  -0.20
8 H -2.980 0.182 2.038  0.41
9 H -0.761 0.452 -1.571  0.38
10 H -0.387 -1.269 -1.021  0.38



Energies, relative to the best one, in kJ/mol: a 0.0; b 113.2.



--- a ---
This record from the OMol25 dataset describes the molecule C2HCl2NS. The level of theory is ωB97M-V/def2-TZVPD.

Properties
total charge	0
SMILES	N#CC(S)(Cl)Cl
frontier orbital gap	10.39	eV

Last column: Mulliken charge in e.
Positions of all 7 atoms, in Å:
1 C -0.934 0.438 -0.044  -0.16
2 C 0.125 -0.584 -0.033  0.60
3 N -1.576 1.329 0.129  -0.30
4 S 1.660 0.386 0.029  -0.15
5 Cl -0.164 -1.563 1.540  -0.11
6 Cl -0.067 -1.628 -1.483  -0.09
7 H 0.955 1.621 -0.138  0.21



--- b ---
This record from the OMol25 dataset describes the molecule C2HCl2NS. The level of theory is ωB97M-V/def2-TZVPD.

Properties
total charge	0
frontier orbital gap	7.58	eV

Last column: Mulliken charge in e.
Positions of all 7 atoms, in Å:
1 C -0.545 -0.196 -0.004  0.63
2 C -2.086 0.214 -0.017  -0.18
3 N 0.700 0.299 -0.008  -0.34
4 S 2.010 -0.644 0.002  -0.02
5 Cl -0.633 -1.956 0.010  -0.23
6 Cl -2.284 1.856 0.010  -0.02
7 H 2.837 0.426 0.007  0.17



Energies, relative to the best one, in kJ/mol: a 0.0; b 300.5.



--- a ---
This record from the OMol25 dataset describes a cluster of 2 separate species, C3H3Cl2O2 in total. The level of theory is ωB97M-V/def2-TZVPD.

Properties
total charge	-1
frontier orbital gap	7.03	eV

Last column: Mulliken charge in e.
Positions of all 10 atoms, in Å:
1 C -1.601 -0.645 -0.132  0.62
2 C -0.413 -0.264 0.758  -0.53
3 C 0.788 1.547 -0.333  -0.25
4 O -2.032 -1.743 0.280  -0.68
5 O -2.071 0.010 -1.080  -0.70
6 Cl 1.849 0.936 -1.475  -0.19
7 Cl 1.496 2.293 1.058  -0.21
8 H -0.843 0.331 1.550  0.23
9 H 0.584 -0.669 0.913  0.41
10 H 0.055 2.091 -0.868  0.30



--- b ---
This record from the OMol25 dataset describes a cluster of 2 separate species, C3H3Cl2O2 in total. The level of theory is ωB97M-V/def2-TZVPD.

Properties
total charge	-1
frontier orbital gap	6.40	eV

Last column: Mulliken charge in e.
Positions of all 10 atoms, in Å:
1 C 1.810 1.354 0.135  0.57
2 C 0.942 0.597 -0.722  -0.05
3 C -2.322 -1.831 0.294  -0.31
4 O 1.587 1.878 -1.067  -0.40
5 O 2.299 1.643 1.140  -0.48
6 Cl -2.342 0.029 0.200  -0.32
7 Cl -0.510 -2.129 0.563  -0.31
8 H -0.163 0.699 -0.648  0.05
9 H 1.427 -0.199 -1.263  0.24
10 H -2.728 -2.040 1.369  0.01



Energies, relative to the best one, in kJ/mol: a 0.0; b 49.6.



--- a ---
This record from the OMol25 dataset describes a structure of composition C3H4S2. The level of theory is ωB97M-V/def2-TZVPD.

Properties
total charge	0
frontier orbital gap	6.74	eV

Last column: Mulliken charge in e.
Positions of all 9 atoms, in Å:
1 C 1.490 -1.365 0.121  -0.24
2 C 1.350 -0.104 0.141  -0.06
3 C -1.572 0.733 -0.107  -0.74
4 S 3.108 -0.252 0.034  -0.22
5 S -0.091 1.776 -0.071  -0.02
6 H 1.323 -2.405 0.210  0.43
7 H -1.612 0.176 -1.039  0.28
8 H -2.437 1.386 -0.031  0.31
9 H -1.559 0.055 0.743  0.27



--- b ---
This record from the OMol25 dataset describes the molecule C3H4S2. The level of theory is ωB97M-V/def2-TZVPD.

Properties
total charge	0
SMILES	CC(=S)C=S
frontier orbital gap	7.02	eV

Last column: Mulliken charge in e.
Positions of all 9 atoms, in Å:
1 C 1.033 0.661 0.604  -0.55
2 C -0.325 0.555 -0.033  0.59
3 C -0.783 -0.773 -0.442  -0.89
4 S -0.911 1.989 -0.503  -0.21
5 S 2.340 -0.448 0.843  -0.17
6 H 1.373 1.548 1.005  0.41
7 H -1.826 -1.102 0.094  0.24
8 H -0.933 -0.827 -1.440  0.30
9 H 0.031 -1.604 -0.128  0.27



Energies, relative to the best one, in kJ/mol: a 240.0; b 0.0.



--- a ---
This record from the OMol25 dataset describes the molecule C3H4S2. The level of theory is ωB97M-V/def2-TZVPD.

Properties
total charge	0
SMILES	C1=CSCS1
frontier orbital gap	8.79	eV

Last column: Mulliken charge in e.
Positions of all 9 atoms, in Å:
1 C -0.235 -1.435 0.109  -0.63
2 C -0.533 1.304 -0.172  -0.37
3 C 0.771 1.114 -0.087  0.04
4 H -0.362 -2.098 -0.950  0.32
5 H -0.218 -1.780 1.192  0.36
6 H -1.046 2.106 0.479  0.25
7 H 1.906 1.511 -0.052  0.20
8 S -1.696 -0.240 -0.260  -0.09
9 S 1.413 -0.481 -0.259  -0.09



--- b ---
This record from the OMol25 dataset describes the molecule C3H4S2. The level of theory is ωB97M-V/def2-TZVPD.

Properties
total charge	0
SMILES	S=C[C@H]1CS1
frontier orbital gap	8.48	eV

Last column: Mulliken charge in e.
Positions of all 9 atoms, in Å:
1 C -1.195 -0.274 0.404  -0.33
2 C 1.134 0.462 -0.068  -0.63
3 C -0.036 -0.265 -0.520  0.06
4 S -2.689 -0.114 -0.055  -0.26
5 S 1.469 -1.259 0.126  -0.11
6 H -0.866 -0.154 1.393  0.34
7 H 1.711 1.159 -0.624  0.36
8 H 0.766 1.044 0.916  0.20
9 H -0.294 -0.599 -1.573  0.38



Energies, relative to the best one, in kJ/mol: a 128.4; b 0.0.



--- a ---
This record from the OMol25 dataset describes a cluster of 2 separate species, C8H11NO2S in total. The level of theory is ωB97M-V/def2-TZVPD.

Properties
total charge	0
frontier orbital gap	9.55	eV

Last column: Mulliken charge in e.
Positions of all 23 atoms, in Å:
1 C -2.831 1.178 0.022  -0.30
2 C -1.867 2.108 -0.118  -0.45
3 C -2.588 -0.207 -0.095  -0.75
4 C -0.555 1.663 -0.350  -0.68
5 C -1.288 -0.699 -0.400  -0.21
6 C -0.317 0.256 -0.416  0.30
7 C 1.585 -1.415 -1.179  -1.64
8 C 1.139 -0.080 -0.692  1.13
9 N 0.973 -0.651 1.993  -0.61
10 O 3.539 -0.336 0.451  -0.60
11 O 1.958 0.976 -1.189  -0.50
12 S 2.427 0.610 0.314  0.55
13 H -3.925 1.516 0.182  0.25
14 H -2.158 3.205 0.069  0.28
15 H -3.338 -0.940 -0.162  0.42
16 H 0.159 2.411 -0.693  0.37
17 H -0.948 -1.676 -0.513  0.56
18 H 2.633 -1.383 -1.431  0.47
19 H 1.188 -1.839 -2.069  0.40
20 H 1.541 -2.151 -0.414  0.34
21 H 1.614 -1.169 2.559  0.25
22 H 0.551 -0.007 2.622  0.21
23 H 0.508 -1.369 1.510  0.20



--- b ---
This record from the OMol25 dataset describes the molecule C8H11NO2S. The level of theory is ωB97M-V/def2-TZVPD.

Properties
total charge	0
SMILES	NCCc1cc(O)c(O)cc1S
frontier orbital gap	8.45	eV

Last column: Mulliken charge in e.
Positions of all 23 atoms, in Å:
1 C 1.890 0.090 -2.525  -1.01
2 C 1.065 -0.872 -1.678  -0.70
3 C 0.335 -0.296 -0.484  0.10
4 C 0.136 1.089 -0.338  -0.67
5 C -0.524 1.603 0.772  1.19
6 C -1.000 0.751 1.763  0.07
7 C -0.832 -0.620 1.628  -0.71
8 C -0.175 -1.130 0.516  0.32
9 H 0.381 0.504 -3.852  0.21
10 H 1.655 1.575 -3.910  0.22
11 H 2.572 0.645 -1.864  0.38
12 H 2.543 -0.516 -3.188  0.40
13 H 0.365 -1.416 -2.334  0.37
14 H 1.759 -1.681 -1.304  0.43
15 H 0.476 1.751 -1.132  0.38
16 H -0.408 3.455 0.230  0.30
17 H -1.659 2.221 2.732  0.33
18 H -1.237 -1.275 2.402  0.29
19 H -0.499 -3.196 1.516  0.12
20 N 1.053 1.033 -3.270  -0.52
21 O -0.751 2.941 0.968  -0.63
22 O -1.653 1.254 2.839  -0.61
23 S 0.034 -2.909 0.326  -0.27



--- c ---
This record from the OMol25 dataset describes the molecule C8H11NO2S. The level of theory is ωB97M-V/def2-TZVPD.

Properties
total charge	0
SMILES	CS(=O)(=O)C1(C#N)CC2(CC2)C1
frontier orbital gap	11.04	eV

Last column: Mulliken charge in e.
Positions of all 23 atoms, in Å:
1 C -1.510 1.720 0.468  -0.32
2 C 1.992 0.674 -1.563  -0.92
3 C 1.998 -0.801 -1.470  -0.54
4 C 0.744 0.420 0.665  -1.10
5 C -0.532 0.106 -1.160  -1.47
6 C -0.774 0.469 0.317  1.40
7 C 0.967 0.021 -0.810  1.01
8 C -1.139 -0.945 2.909  -0.92
9 N -1.990 2.784 0.518  -0.50
10 O -1.721 -2.092 0.456  -0.65
11 O -3.175 -0.288 1.385  -0.61
12 S -1.875 -0.808 1.152  1.21
13 H 2.831 1.096 -0.844  0.20
14 H 1.749 1.125 -2.512  0.32
15 H 1.748 -1.495 -2.219  0.28
16 H 2.800 -1.235 -0.739  0.19
17 H 1.240 1.312 0.973  0.46
18 H 0.992 -0.343 1.396  0.09
19 H -0.902 -0.870 -1.209  0.36
20 H -0.712 0.848 -1.901  0.49
21 H -1.473 -1.742 3.492  0.43
22 H -0.069 -0.983 2.643  0.28
23 H -1.372 0.024 3.405  0.32



Energies, relative to the best one, in kJ/mol: a 254.0; b 0.0; c 381.8.